C22H26BrMgN4O2PS2 | ωB97M-V with the def2-TZVPD basis set

XYZ file:
```
59
Properties=species:S:1:pos:R:3:lowdin_charge:R:1
Mg 0.971 1.334 1.505 0.369
N 2.532 1.423 3.184 -0.010
C 2.273 0.363 4.219 -0.193
C 1.351 -0.770 3.637 -0.215
N 0.311 -0.400 2.670 -0.155
C -1.000 -0.065 3.250 -0.207
C -0.996 1.375 3.834 -0.248
N -0.522 2.306 2.851 -0.034
H 3.435 1.356 2.650 0.110
H 2.717 2.276 3.707 0.093
H 1.793 0.867 5.044 0.093
H 3.178 -0.103 4.567 0.105
H 0.846 -1.259 4.480 0.118
H 2.074 -1.441 3.143 0.040
H 0.168 -1.199 2.018 -0.019
H -1.202 -0.806 4.059 0.123
H -1.796 -0.240 2.476 0.110
H -0.329 1.359 4.745 0.117
H -2.006 1.541 4.257 0.119
H -0.380 3.232 3.282 0.118
H -1.190 2.492 2.082 0.071
Br 3.155 -1.619 0.745 0.785
C 3.106 -0.073 -0.454 -0.640
C 3.862 -0.171 -1.621 -0.092
C 3.980 1.037 -2.378 -0.029
C 3.406 2.209 -1.927 0.007
C 2.706 2.158 -0.749 -0.184
N 2.463 1.035 -0.048 0.031
C 1.927 3.348 -0.251 -0.599
O 2.208 4.388 -0.863 0.031
O 1.127 3.225 0.751 -0.132
H 4.440 -1.118 -1.840 0.121
H 4.413 0.965 -3.383 0.117
H 3.563 3.167 -2.499 0.151
S -0.789 -2.526 0.308 0.238
P -1.313 -0.913 -0.791 0.192
S -0.880 1.069 -0.231 0.337
C -3.082 -0.956 -1.108 -0.427
C -3.980 -0.128 -0.482 -0.105
C -5.340 -0.466 -0.517 -0.073
C -5.756 -1.471 -1.378 -0.103
C -4.864 -2.154 -2.161 -0.090
C -3.519 -1.911 -2.010 -0.102
C -0.575 -1.213 -2.374 -0.450
C 0.556 -2.090 -2.455 -0.114
C 1.035 -2.435 -3.719 -0.080
C 0.470 -1.856 -4.866 -0.125
C -0.457 -0.883 -4.801 -0.082
C -0.975 -0.511 -3.492 -0.083
H -3.611 0.691 0.154 0.074
H -6.128 0.105 0.000 0.109
H -6.799 -1.715 -1.390 0.096
H -5.182 -2.888 -2.902 0.110
H -2.782 -2.306 -2.798 0.137
H 1.005 -2.449 -1.528 0.029
H 1.859 -3.109 -3.750 0.091
H 0.869 -2.241 -5.839 0.117
H -0.647 -0.141 -5.613 0.116
H -1.700 0.303 -3.397 0.114
```

The value obtained for the energy above the lowest of the compared OMol25 structures with the same formula, charge and spin is 0.00 kcal/mol.

C3H5FO | ωB97M-V with the def2-TZVPD basis set

XYZ file:
```
10
Properties=species:S:1:pos:R:3:lowdin_charge:R:1
C -0.813 -0.689 0.354 -0.336
C 0.204 0.554 0.272 -0.069
C 1.511 0.337 -0.138 -0.091
H -1.601 1.010 -1.115 0.336
H -1.172 -1.036 1.294 0.094
H -0.260 -1.569 0.113 0.085
H -0.172 1.614 0.206 0.094
H 2.201 1.210 -0.214 0.113
O -1.874 -0.433 -0.489 -0.174
F 1.978 -0.999 -0.281 -0.052
```

The value obtained for the energy above the lowest of the compared OMol25 structures with the same formula, charge and spin is 111.49 kcal/mol.

C15H23Cl2N2O2P | ωB97M-V with the def2-TZVPD basis set

XYZ file:
```
45
Properties=species:S:1:pos:R:3:lowdin_charge:R:1
C -1.297 -1.958 3.632 -0.070
C -1.545 -1.942 2.196 -0.456
C -2.528 -0.884 1.869 -0.157
C -1.969 0.526 1.781 -0.233
N -0.967 0.614 0.759 -0.173
C -0.568 2.029 0.525 -0.155
C -0.587 2.102 -0.896 -0.315
C -1.766 1.836 -1.586 -0.041
C -1.830 2.027 -2.964 -0.073
C -0.757 2.579 -3.710 -0.083
C 0.382 2.873 -2.979 -0.096
C 0.434 2.702 -1.578 -0.049
P 0.314 -0.462 1.117 0.621
O 0.940 0.116 2.271 -0.243
N 1.577 -0.450 -0.142 -0.177
C 1.062 -0.774 -1.445 -0.335
C 2.080 -0.599 -2.623 -0.487
Cl 1.546 -1.784 -3.957 0.483
C 2.871 -0.866 0.377 -0.274
C 2.791 -2.253 1.019 -0.555
Cl 2.426 -3.521 -0.188 0.606
O -0.346 -1.939 1.404 -0.142
H -0.796 -2.846 3.982 0.084
H -0.702 -1.118 3.961 0.078
H -2.289 -1.995 4.169 0.112
H -2.143 -2.889 2.120 0.162
H -3.391 -1.039 2.585 0.147
H -2.888 -1.085 0.889 0.108
H -2.771 1.266 1.632 0.128
H -1.485 0.771 2.761 0.129
H 0.422 2.347 0.840 0.124
H -1.353 2.734 0.873 0.150
H -2.589 1.293 -1.202 0.100
H -2.721 1.675 -3.576 0.122
H -1.002 2.780 -4.716 0.085
H 1.275 3.206 -3.549 0.111
H 1.383 3.036 -1.119 0.126
H 0.162 -0.162 -1.740 0.114
H 0.821 -1.851 -1.409 0.049
H 3.135 -0.818 -2.396 0.055
H 2.024 0.454 -3.049 0.074
H 3.264 -0.091 1.107 0.139
H 3.622 -0.905 -0.395 0.094
H 3.705 -2.466 1.553 0.074
H 2.055 -2.268 1.796 0.038
```

Its SMILES is C[C@H]1CCN(Cc2ccccc2)[P@](=O)(N(CCCl)CCCl)O1. The value obtained for the energy above the lowest of the compared OMol25 structures with the same formula, charge and spin is 48.62 kcal/mol.

C21H41NO9P2 | ωB97M-V with the def2-TZVPD basis set

XYZ file:
```
74
Properties=species:S:1:pos:R:3:lowdin_charge:R:1
C 0.710 4.715 0.536 -0.103
C 0.236 4.015 1.840 -0.237
C -1.287 3.951 2.008 -0.162
C -2.005 2.790 1.295 -0.145
O -1.212 1.591 1.444 -0.009
C -1.369 0.696 0.453 -0.599
O -2.460 0.404 -0.016 0.067
N -0.210 0.014 -0.022 -0.224
C 1.015 0.591 0.610 -0.210
C 2.318 -0.146 0.231 -0.131
C 3.228 0.676 -0.684 -0.266
C 3.482 1.999 -0.455 -0.054
C 4.275 2.727 -1.316 -0.073
C 4.806 2.085 -2.401 -0.108
C 4.557 0.763 -2.634 -0.091
C 3.764 0.032 -1.781 -0.071
P -0.177 0.038 -1.779 0.952
P -1.102 1.883 -2.507 0.282
O -0.770 3.077 -1.709 -0.316
O -0.476 2.084 -3.985 -0.171
O -2.655 1.653 -2.717 -0.149
H 1.563 5.363 0.775 0.065
H -0.059 5.350 0.096 0.071
H 1.092 3.976 -0.168 0.032
H 0.604 4.645 2.659 0.100
H 0.734 3.053 1.958 0.082
H -1.761 4.894 1.724 0.117
H -1.472 3.801 3.079 0.109
H -2.298 2.994 0.267 0.107
H -2.935 2.618 1.850 0.125
H 0.887 0.476 1.689 0.121
H 1.094 1.661 0.405 0.084
H 2.887 -0.250 1.165 0.115
H 2.174 -1.159 -0.149 0.110
H 3.058 2.498 0.412 0.113
H 4.452 3.782 -1.148 0.110
H 5.417 2.646 -3.101 0.106
H 4.973 0.272 -3.509 0.108
H 3.520 -1.010 -1.949 0.115
H 1.152 0.198 -2.234 -0.060
H 0.355 2.568 -3.889 0.076
H -3.058 2.478 -3.025 0.103
C -3.650 -0.933 -4.699 -0.111
O -2.805 -1.729 -3.887 -0.205
C -3.308 -1.917 -2.568 -0.219
C -3.946 -3.282 -2.422 -0.200
O -5.127 -3.400 -3.207 -0.191
C -4.921 -4.119 -4.408 -0.118
H -3.313 -1.033 -5.731 0.090
H -4.692 -1.259 -4.639 0.085
H -3.579 0.116 -4.406 0.063
H -4.013 -1.126 -2.300 0.128
H -2.456 -1.853 -1.887 0.081
H -4.242 -3.421 -1.378 0.125
H -3.231 -4.071 -2.678 0.125
H -4.822 -5.190 -4.198 0.087
H -4.035 -3.769 -4.943 0.082
H -5.794 -3.968 -5.042 0.087
C 3.319 -1.822 4.319 -0.111
O 1.982 -1.656 3.875 -0.203
C 1.454 -2.837 3.285 -0.205
C 0.539 -3.570 4.243 -0.203
O 1.256 -4.095 5.351 -0.190
C 1.116 -3.309 6.522 -0.111
H 3.569 -0.973 4.954 0.090
H 3.441 -2.740 4.898 0.085
H 4.004 -1.835 3.464 0.086
H 2.258 -3.493 2.936 0.128
H 0.870 -2.526 2.412 0.120
H 0.092 -4.421 3.720 0.126
H -0.271 -2.916 4.578 0.128
H 0.122 -3.452 6.958 0.089
H 1.277 -2.247 6.320 0.083
H 1.863 -3.645 7.241 0.089
```

Its SMILES is CCCCOC(=O)N(CCc1ccccc1)PP(=O)(O)O.COCCOC.COCCOC.

| no. | HOMO level (eV) |
| --- | --- |
| 1 | -7.86 |
| 2 | -9.77 |
| 3 | -8.95 |
| 4 | -8.58 |